A) Molecular formula: C5H9NO3
Method: DFT, the ωB97M-V functional and the def2-TZVPD basis

Properties
HOMO-LUMO gap = 9.3 eV
SMILES = CCC(=O)CN.O=C=O
HOMO energy = -8.75 eV

Structure (ORCA input):
```
! RIJCOSX wB97M-V def2-TZVPD def2/J DEFGRID3
* xyz 0 1
C -0.865 -0.285 -0.953
C 0.920 0.564 0.856
C 2.150 0.837 -0.013
C -2.283 -0.552 1.115
C -0.333 0.967 0.132
N -0.421 -1.637 -0.696
O -1.742 0.184 1.869
O -3.029 -1.354 0.739
O -0.770 2.058 -0.038
H 0.441 -1.854 -1.191
H -1.133 -2.313 -0.924
H -1.878 -0.158 -1.346
H -0.261 0.150 -1.767
H 0.854 -0.490 1.128
H 0.960 1.161 1.768
H 2.172 1.878 -0.337
H 2.163 0.204 -0.899
H 3.055 0.640 0.556
*
```

***

B) Molecular formula: C5H9NO3
Method: DFT, the ωB97M-V functional and the def2-TZVPD basis

Properties
HOMO-LUMO gap = 8.2 eV
HOMO energy = -8.10 eV

Structure (ORCA input):
```
! RIJCOSX wB97M-V def2-TZVPD def2/J DEFGRID3
* xyz 0 1
C 0.104 1.579 0.058
C 0.878 0.271 -0.010
C 1.307 -0.133 -1.403
C 1.805 -0.176 1.185
C -1.997 -0.901 0.347
N -0.500 0.436 0.366
O 0.085 2.775 0.021
O -2.909 -0.353 1.177
O -2.113 -0.986 -0.992
H 0.487 0.203 -2.060
H 1.471 -1.236 -1.337
H 2.274 0.372 -1.725
H 2.819 -0.267 0.756
H 1.314 -1.034 1.694
H 1.705 0.744 1.775
H -1.471 -1.722 0.704
H -2.856 0.644 0.882
H -2.402 -0.216 -1.439
*
```

***

C) Molecular formula: C5H9NO3
Method: DFT, the ωB97M-V functional and the def2-TZVPD basis

Properties
HOMO-LUMO gap (alpha / beta) = 7.4 / 7.4 eV
HOMO energy (alpha / beta) = -8.24 / -8.24 eV

Structure (ORCA input):
```
! RIJCOSX wB97M-V def2-TZVPD def2/J DEFGRID3
* xyz 0 1
C 0.779 0.041 -0.345
C 1.100 -1.248 -0.996
C 1.835 0.880 0.274
C -0.503 0.665 -0.659
C -1.531 -0.198 0.271
N -2.487 0.596 0.936
O -0.334 -0.520 1.321
O -0.800 1.617 -1.332
O -1.903 -1.205 -0.384
H -0.477 -1.432 1.618
H -2.155 1.496 1.253
H -3.359 0.653 0.427
H 2.553 0.274 0.826
H 1.927 -1.761 -0.505
H 0.194 -1.859 -1.041
H 1.381 -1.031 -2.035
H 1.417 1.650 0.918
H 2.363 1.382 -0.548
*
```

***

Ranked by calculated energy, most stable first: A), C), B).

***

A) Molecular formula: C5H9NO3
Method: DFT, the ωB97M-V functional and the def2-TZVPD basis

Properties
HOMO-LUMO gap = 7.5 eV
HOMO energy = -8.19 eV

Structure (ORCA input):
```
! RIJCOSX wB97M-V def2-TZVPD def2/J DEFGRID3
* xyz 0 1
C 0.412 -0.158 -0.696
C 1.177 1.111 -1.023
C -0.351 0.215 1.984
C -1.022 0.294 0.351
C 1.058 -0.977 0.341
N 0.038 -0.881 -1.837
O -1.833 -0.869 0.273
O -1.537 1.384 0.086
O 1.564 -1.909 0.788
H -2.722 -0.533 0.079
H 0.779 -1.216 -2.438
H -0.678 -1.575 -1.663
H 1.393 1.676 -0.118
H 2.115 0.895 -1.540
H 0.531 1.727 -1.649
H 0.505 0.871 2.135
H -1.214 0.691 2.447
H -0.214 -0.748 2.480
*
```

***

B) Molecular formula: C5H9NO3
Method: DFT, the ωB97M-V functional and the def2-TZVPD basis

Properties
HOMO-LUMO gap = 9.8 eV
SMILES = C=C1O[C@@H]1C.C=[N+]([O-])O
HOMO energy = -9.05 eV

Structure (ORCA input):
```
! RIJCOSX wB97M-V def2-TZVPD def2/J DEFGRID3
* xyz 0 1
C 0.094 -0.367 -1.961
C 0.233 -1.302 -0.876
C -0.405 1.041 -1.772
C -0.234 -2.150 0.002
C 1.085 0.322 1.577
N -0.028 0.607 2.138
O -0.571 1.856 1.762
O -0.693 -0.033 2.937
O 1.353 -0.732 -1.357
H -0.027 -0.767 -2.966
H -0.212 1.391 -0.761
H -1.478 1.067 -1.953
H 0.084 1.713 -2.476
H 0.399 -2.692 0.678
H -1.293 -2.326 0.057
H -1.396 1.964 2.263
H 1.530 1.018 0.894
H 1.558 -0.609 1.816
*
```

***

C) Molecular formula: C5H9NO3
Method: DFT, the ωB97M-V functional and the def2-TZVPD basis

Properties
HOMO-LUMO gap (alpha / beta) = 7.5 / 7.5 eV
HOMO energy (alpha / beta) = -8.12 / -8.12 eV

Structure (ORCA input):
```
! RIJCOSX wB97M-V def2-TZVPD def2/J DEFGRID3
* xyz 0 1
C -0.056 -0.014 -1.634
C -1.292 -0.679 0.502
C 2.280 -0.022 0.833
C 0.117 -0.789 -0.402
C 1.082 0.545 0.130
N -2.121 0.486 0.413
O -0.839 1.022 -1.849
O 0.629 -1.951 -0.420
O 0.765 1.718 0.255
H -0.856 1.598 -1.046
H 0.238 -0.519 -2.555
H -3.048 0.319 0.046
H -1.850 1.258 1.009
H -0.893 -0.851 1.502
H -1.842 -1.569 0.201
H 2.864 -0.612 0.124
H 1.952 -0.717 1.609
H 2.870 0.776 1.281
*
```

***

Ranked by calculated energy, most stable first: A), C), B).

***

A) Molecular formula: C3H5F2N2
Method: DFT, the ωB97M-V functional and the def2-TZVPD basis

Properties
HOMO-LUMO gap = 11.3 eV
SMILES = F[C@H]1NC=[NH+][C@@H]1F
HOMO energy = -16.07 eV

Structure (ORCA input):
```
! RIJCOSX wB97M-V def2-TZVPD def2/J DEFGRID3
* xyz 1 1
C -0.078 -1.338 0.017
C 0.883 0.760 -0.353
C -0.774 0.828 0.317
N 0.899 -0.669 -0.680
N -1.045 -0.614 0.564
F 1.838 1.262 0.494
F -1.641 1.394 -0.478
H -0.115 -2.416 0.237
H 0.860 1.498 -1.287
H -0.541 1.310 1.302
H 1.609 -1.140 -1.238
H -1.893 -0.874 1.105
*
```

***

B) Molecular formula: C3H5F2N2
Method: DFT, the ωB97M-V functional and the def2-TZVPD basis

Properties
HOMO-LUMO gap = 11.9 eV
HOMO energy = -16.55 eV

Structure (ORCA input):
```
! RIJCOSX wB97M-V def2-TZVPD def2/J DEFGRID3
* xyz 1 1
C -0.731 -0.667 -0.923
C 0.634 -0.293 0.834
C 0.317 1.075 0.137
N -0.078 -1.283 0.034
N -0.654 0.653 -0.859
F 0.125 -0.238 2.037
F 1.425 1.514 -0.455
H -1.263 -1.303 -1.718
H 1.643 -0.481 1.062
H -0.187 1.998 1.182
H 0.104 -2.256 -0.096
H -1.337 1.279 -1.235
*
```

***

Ranked by calculated energy, most stable first: A), B).

***

A) Molecular formula: C3H4BrFO
Method: DFT, the ωB97M-V functional and the def2-TZVPD basis

Properties
HOMO-LUMO gap = 9.1 eV
SMILES = O=C=CF.CBr
HOMO energy = -9.59 eV

Structure (ORCA input):
```
! RIJCOSX wB97M-V def2-TZVPD def2/J DEFGRID3
* xyz 0 1
C -2.483 -0.279 0.184
C 2.037 0.432 0.622
C -1.937 -0.195 -0.992
O -2.934 -0.643 1.208
F -1.934 1.086 -1.605
Br 2.300 -1.416 0.086
H 1.979 0.995 -0.269
H 3.123 0.561 1.082
H 1.203 0.490 1.284
H -1.355 -1.032 -1.600
*
```

***

B) Molecular formula: C3H4BrFO
Method: DFT, the ωB97M-V functional and the def2-TZVPD basis

Properties
HOMO-LUMO gap (alpha / beta) = 7.3 / 7.6 eV
HOMO energy (alpha / beta) = -7.84 / -8.00 eV

Structure (ORCA input):
```
! RIJCOSX wB97M-V def2-TZVPD def2/J DEFGRID3
* xyz 0 1
C 0.351 0.179 -0.979
C 1.931 0.096 -1.265
C -0.856 0.952 2.396
O -0.397 0.583 -1.801
F 2.542 -0.639 -2.255
Br 0.268 0.290 1.184
H 2.352 -0.174 -0.269
H 2.069 1.237 -1.340
H -1.821 0.548 2.523
H -1.090 2.067 2.321
*
```

***

Ranked by calculated energy, most stable first: A), B).

***

A) Molecular formula: C11H15N2
Method: DFT, the ωB97M-V functional and the def2-TZVPD basis

Properties
HOMO-LUMO gap = 9.1 eV
SMILES = CC[N@@H+]1C=Cc2ccccc2[C@H]1N
HOMO energy = -12.57 eV

Structure (ORCA input):
```
! RIJCOSX wB97M-V def2-TZVPD def2/J DEFGRID3
* xyz 1 1
C 3.508 -0.774 0.089
C 3.340 0.204 1.069
C 2.478 -1.182 -0.767
C 2.026 0.800 1.119
C 1.235 -0.603 -0.757
C 0.997 0.465 0.199
C 0.137 -0.843 -1.675
C -1.133 -0.700 -1.373
C -0.260 1.211 -0.039
C -3.433 -0.697 1.131
C -1.919 -0.328 1.053
N -0.021 2.041 -1.153
N -1.434 0.188 -0.241
H 4.518 -1.181 -0.006
H 4.170 0.444 1.822
H 2.716 -1.826 -1.604
H 1.887 1.428 1.987
H 0.292 -1.487 -2.542
H -1.879 -1.138 -1.919
H -0.478 1.801 0.976
H -3.919 0.218 0.846
H -3.486 -1.431 0.435
H -3.582 -1.015 2.156
H -1.240 -1.161 1.393
H -1.845 0.494 1.803
H 0.437 1.652 -2.008
H -0.799 2.679 -1.419
H -2.313 0.740 -0.573
*
```

***

B) Molecular formula: C11H15N2
Method: DFT, the ωB97M-V functional and the def2-TZVPD basis

Properties
HOMO-LUMO gap (alpha / beta) = 7.9 / 8.0 eV
HOMO energy (alpha / beta) = -11.95 / -12.15 eV

Structure (ORCA input):
```
! RIJCOSX wB97M-V def2-TZVPD def2/J DEFGRID3
* xyz 1 1
C 1.588 1.918 0.464
C 0.623 2.124 1.343
C 1.672 -1.609 1.018
C 1.534 -0.960 -0.125
C -2.076 -0.306 0.006
C 0.360 -0.110 -0.520
C -0.774 0.134 0.516
C 0.778 1.377 -0.718
C -0.633 1.713 0.558
C 2.576 -1.018 -1.207
C -2.775 -1.458 0.597
N -2.549 0.332 -1.020
N -0.453 2.092 -0.844
H 2.653 2.021 0.484
H 0.601 2.448 2.363
H 2.552 -2.197 1.211
H 0.943 -1.609 1.807
H -0.032 -0.494 -1.466
H -0.538 -0.289 1.488
H 2.605 -2.014 -1.647
H 2.365 -0.300 -1.996
H 3.561 -0.813 -0.800
H -2.285 -2.385 0.289
H -3.819 -1.506 0.294
H -2.712 -1.424 1.683
H -3.428 0.093 -1.459
H -0.336 3.095 -0.965
H -2.005 1.144 -1.354
*
```

***

Ranked by calculated energy, most stable first: A), B).

***

A) Molecular formula: C3H15N2O3
Method: DFT, the ωB97M-V functional and the def2-TZVPD basis

Properties
HOMO-LUMO gap = 9.5 eV
HOMO energy = -12.45 eV

Structure (ORCA input):
```
! RIJCOSX wB97M-V def2-TZVPD def2/J DEFGRID3
* xyz 1 1
C 3.113 1.224 -0.473
C 2.001 0.394 0.152
C 0.829 0.291 -0.496
N -0.162 -0.800 -0.111
N 2.362 -0.397 1.292
H 3.955 1.410 0.093
H 2.818 2.259 -0.802
H 3.518 0.719 -1.348
H 0.516 1.082 -1.248
H -1.162 -0.397 -0.052
H 0.203 -1.233 0.722
H -0.142 -1.358 -0.848
H 3.308 -0.382 1.446
H 1.738 -0.547 2.124
H -3.239 -1.152 -0.609
H -2.688 -1.427 -2.009
O -2.443 -1.318 -1.066
H -3.231 1.941 -1.318
H -4.235 1.732 -2.205
O -3.591 1.091 -1.704
H -0.007 -0.966 2.988
H -0.973 0.251 2.750
O -0.395 -0.400 2.389
*
```

***

B) Molecular formula: C3H15N2O3
Method: DFT, the ωB97M-V functional and the def2-TZVPD basis

Properties
HOMO-LUMO gap = 11.8 eV
HOMO energy = -14.73 eV

Structure (ORCA input):
```
! RIJCOSX wB97M-V def2-TZVPD def2/J DEFGRID3
* xyz 1 1
C 2.037 0.155 1.361
C 2.069 -0.759 0.162
N -0.278 0.559 -2.353
C 0.238 0.072 -1.230
N 1.516 -0.144 -1.056
H 2.764 0.964 1.268
H 1.055 0.584 1.584
H 2.287 -0.352 2.290
H 3.102 -1.038 -0.067
H 1.613 -1.729 0.299
H 0.378 1.015 -2.984
H -1.129 1.105 -2.256
H -0.469 -0.376 -0.520
H 2.093 0.441 -1.640
H -1.225 -1.888 1.611
H -2.120 -2.042 0.405
O -1.305 -1.582 0.692
H -3.268 3.251 -2.506
H -2.478 4.018 -3.517
O -2.399 3.220 -2.947
H -1.526 -2.460 4.200
H -1.269 -1.112 3.777
O -1.688 -1.902 3.427
*
```

***

Ranked by calculated energy, most stable first: B), A).